(1)
{"formula": "C3H10N4S", "method": "ωB97M-V/def2-TZVPD", "largest_force_ha_per_bohr": 0.07588, "homo_energy_ha": -0.3244, "smiles": "[H]/N=C(/N(C)N)N(C)S", "homo_lumo_gap_ev": 9.55, "e_lumo_ev": 0.7, "symbols": ["H", "N", "C", "N", "C", "N", "N", "C", "S", "H", "H", "H", "H", "H", "H", "H", "H", "H"], "positions_angstrom": [[-1.13737, -2.43885, -0.38909], [-0.17810, -2.00488, -0.22611], [-0.23484, -0.74495, -0.12289], [0.94172, -0.05596, -0.18391], [2.14647, -0.77620, -0.14461], [1.03191, 0.86368, 0.84999], [-1.41104, 0.10528, -0.14089], [-1.41482, 1.43146, -0.68835], [-2.84243, -0.66331, 0.26898], [2.85315, -0.02060, -0.52542], [2.11500, -1.61310, -0.95343], [2.50588, -1.16522, 0.91218], [1.41114, 0.38807, 1.64679], [1.64178, 1.57864, 0.54776], [-2.38231, 1.56988, -1.21752], [-1.31941, 2.11025, 0.21518], [-0.58494, 1.57373, -1.42781], [-3.14179, -0.13790, 1.57917]]}

(2)
{"formula": "C3H10N4S", "method": "ωB97M-V/def2-TZVPD", "total_charge": 2, "spin_multiplicity": 3, "largest_force_ha_per_bohr": 0.14959, "homo_energy_ha": [-0.6095, -0.6950], "homo_lumo_gap_ev": [7.95, 6.43], "e_lumo_ev": [-8.6, -12.5], "symbols": ["C", "C", "C", "N", "N", "N", "N", "S", "H", "H", "H", "H", "H", "H", "H", "H", "H", "H"], "positions_angstrom": [[-1.01411, -0.04781, -0.10912], [-0.91212, 2.37312, 0.20871], [-0.32964, -2.30495, -0.36586], [0.98844, 0.94166, -0.22239], [-0.37119, 1.05762, 0.06750], [-0.09646, -1.06482, -0.16262], [1.12653, -0.46401, -0.08187], [-2.86031, -0.06933, 0.17556], [-0.56491, 2.80953, 1.23207], [-0.28201, 2.96302, -0.50665], [-1.98870, 2.40765, 0.01417], [-1.35316, -2.76226, -0.36942], [0.57106, -2.99444, -0.45137], [3.81230, -1.20543, 0.71118], [1.58868, 1.54387, 0.38465], [3.13013, -0.88497, 0.51527], [1.74116, -0.95809, -0.71768], [-3.18571, -1.34037, -0.32213]]}

So what do the calculations give for energy relative to the best compared isomer or geometry (same formula, charge and spin)? Going down the list: 140.0 214.2 kJ/mol.
So what do the calculations give for DFT total energy? Going down the list: -20066.31223 -20042.63742 eV.